{
  "formula": "C35H51BiBrCl4N6O7SSeSi",
  "method": "ωB97M-V/def2-TZVPD",
  "symbols": ["H", "H", "O", "C", "H", "S", "H", "Si", "H", "C", "H", "C", "H", "C", "H", "H", "H", "O", "C", "C", "C", "H", "H", "H", "C", "H", "C", "H", "H", "Cl", "H", "C", "Bi", "H", "O", "N", "H", "H", "C", "H", "H", "C", "H", "Cl", "H", "C", "C", "O", "H", "H", "C", "H", "H", "C", "H", "N", "N", "N", "O", "H", "H", "H", "C", "C", "H", "H", "H", "H", "H", "C", "C", "C", "Br", "H", "H", "Cl", "C", "C", "C", "C", "H", "H", "H", "H", "H", "C", "H", "H", "C", "C", "O", "H", "C", "N", "H", "C", "Se", "C", "C", "C", "H", "H", "Cl", "H", "C", "N", "C", "O"],
  "xyz": [[4.5444, 4.6302, 1.4302], [4.5364, -3.5470, 1.7746], [0.6903, -0.9097, -1.5807], [0.5528, 4.7012, -4.8563], [-4.9470, 0.6197, 5.7569], [2.1933, 0.8091, -1.9032], [2.0766, -0.8359, 0.6804], [-4.2943, 0.7373, 3.2740], [-3.8504, -0.6806, 5.2943], [0.9250, -1.6905, 2.7228], [6.0187, 0.6293, 1.5755], [3.3894, -2.1836, 2.9844], [-0.1256, 3.5295, -0.7943], [-5.9204, -3.7872, -2.8360], [-5.8039, -0.1530, 1.4990], [0.6453, 5.0626, 1.1379], [-0.4907, 4.1699, 2.1562], [-3.6859, -1.3198, 0.8522], [1.7327, 4.1562, -5.3349], [-4.1487, -2.5363, -1.0956], [0.0781, 2.6499, -3.6952], [5.0694, 0.2051, -0.6639], [2.3787, 4.7371, -5.9814], [-2.1854, 2.9339, 1.1973], [-0.0955, -2.7506, -2.7273], [2.4159, -0.3539, 3.5154], [3.7253, 1.8946, -2.2270], [2.1235, -5.6914, 0.0279], [-6.6425, -0.1516, 3.0538], [-0.8493, -1.8584, -3.8402], [3.0211, 2.4531, -5.3468], [0.7221, -4.5589, 0.9262], [-1.0293, 0.2871, 0.2570], [-1.2645, 4.7780, -0.2273], [-1.9724, -1.8020, -0.4821], [1.3255, -4.5082, 2.1140], [5.7897, 2.8557, 2.6090], [3.4219, 2.7914, -2.7575], [-3.2031, -1.8214, -0.1498], [3.5938, 4.1965, -0.8037], [-4.0580, 3.2658, 3.3976], [-4.8265, 2.5837, 3.0463], [-5.7356, 2.7912, 3.6025], [-3.0100, 0.8224, -1.4175], [1.7199, 2.8795, 0.4989], [-3.9007, -2.5232, -2.4591], [-4.7926, -3.1423, -3.3107], [0.1634, -1.4739, 1.7480], [-3.2226, 0.9329, 5.5247], [-6.5888, -4.2825, -3.5247], [4.3039, 2.1837, -0.9002], [0.2818, 5.7140, -5.1213], [-1.1946, 4.3634, -3.6689], [4.6711, 3.6611, 0.9687], [1.9247, 3.3647, 2.1999], [1.1684, -5.3831, -0.0402], [0.6211, 1.7326, 1.7952], [-1.6950, 2.7737, 0.3202], [1.5636, -2.9071, -1.0581], [0.2527, 1.7462, 2.7425], [-5.0287, 2.7967, 2.0006], [3.1657, -5.4346, 1.7377], [-0.2715, 3.9434, -4.0410], [1.2766, 2.1048, -4.1490], [4.3634, -1.6951, 3.0774], [0.8754, -3.8806, 2.8056], [2.9162, -4.8154, 3.3739], [-0.5824, -3.0727, 1.2978], [0.8615, 0.0611, -3.7100], [1.6897, 0.7610, -3.6970], [2.0951, 2.8714, -4.9742], [0.1377, 4.1025, 1.2627], [-4.4556, -3.1178, -5.1873], [-2.3813, 2.6812, -0.4274], [1.3429, 1.0092, 1.7246], [-0.1604, -4.4548, -2.9231], [5.3600, 2.6649, 1.6368], [-0.7484, 3.8416, 0.0475], [2.7563, -4.5990, 2.3146], [-5.3084, -3.1286, -0.6079], [4.3788, 1.2711, -2.8324], [3.1445, -2.6096, 3.9584], [-5.4440, -1.3930, 2.6663], [-0.8876, -3.9636, -0.1179], [-5.5202, -3.0781, 0.4497], [4.9745, 1.1803, -0.2061], [3.5359, -0.2726, 1.2251], [-0.5734, 2.0607, -3.0685], [0.8251, -2.1435, -1.6744], [-5.6947, -0.3447, 2.5600], [0.6708, -2.4497, 3.6682], [2.5269, 0.3545, -4.2580], [2.3495, -1.0802, 2.6901], [-0.4619, -3.9685, 0.7977], [-3.0351, -1.9995, -2.8332], [1.1970, 3.0171, 1.4454], [-2.0534, 0.4695, 2.5497], [3.4835, -3.2985, 1.9294], [5.4991, 1.4178, 1.0498], [-4.0767, 0.3719, 5.1580], [0.8744, -5.1642, -0.9873], [-7.0729, -4.2412, -1.0997], [0.4945, -1.6419, -5.8979], [3.0768, -2.9567, 0.9735], [-6.1799, -3.7625, -1.4757], [2.5523, -0.3660, 1.4464], [4.1440, 3.4230, -0.2880], [1.2662, 1.7431, -1.2667]],
  "atomic_forces_ev_per_a": [[-0.023, 0.073, 0.026], [0.006, -0.003, -0.070], [-0.821, -0.547, 0.172], [0.020, 0.098, -0.023], [-0.255, 0.113, 0.013], [2.709, 0.529, -1.779], [0.084, -0.097, -0.083], [0.123, 0.205, 0.034], [0.030, -0.219, -0.015], [0.511, 0.349, 0.018], [0.071, -0.080, 0.046], [-0.159, 0.172, -0.113], [-0.028, 0.142, -0.021], [-0.030, 0.030, -0.199], [0.013, 0.041, -0.194], [-0.024, 0.025, 0.019], [-0.007, 0.090, 0.092], [-0.250, -0.298, 0.012], [0.097, 0.128, -0.055], [0.020, 0.088, 0.072], [0.059, 0.006, -0.094], [0.068, -0.121, -0.046], [-0.003, 0.006, -0.016], [0.036, -0.168, -0.059], [-0.418, -0.138, -0.566], [-0.102, -0.171, -0.018], [-0.959, -0.601, 0.072], [-0.065, 0.025, 0.025], [-0.134, 0.184, 0.256], [0.266, -0.448, 0.612], [0.064, -0.067, -0.003], [-0.552, -0.693, 0.378], [0.369, 0.396, -1.168], [0.071, -0.178, -0.001], [0.694, -0.193, -0.119], [-0.139, 0.254, 0.109], [-0.010, 0.017, 0.109], [-0.033, 0.043, -0.084], [-0.773, -0.529, 0.028], [-0.050, 0.100, -0.073], [0.183, 0.067, 0.051], [0.333, -0.886, 0.093], [-0.241, -0.032, 0.166], [-0.333, 0.161, -0.679], [0.033, 0.120, 0.212], [0.039, -0.038, -0.015], [0.016, -0.087, -0.150], [0.119, 0.117, -0.401], [0.127, 0.133, 0.105], [-0.056, -0.010, -0.023], [0.253, 0.133, 0.308], [-0.059, 0.042, -0.017], [-0.105, 0.015, 0.029], [0.049, 0.123, 0.052], [-0.041, -0.127, -0.125], [0.102, -0.204, -0.155], [0.087, -0.146, 0.196], [-0.181, 0.173, -0.200], [0.222, -0.198, -0.165], [-0.107, -0.089, -0.122], [0.032, -0.010, -0.226], [-0.031, -0.003, 0.129], [-0.098, 0.063, 0.023], [-0.014, 0.282, -0.177], [0.019, 0.027, 0.000], [-0.041, -0.172, -0.156], [0.016, -0.099, -0.114], [0.004, -0.172, -0.051], [0.127, 0.037, -0.049], [0.022, -0.240, 0.604], [-0.032, -0.090, -0.022], [0.132, -0.309, -0.276], [0.006, 0.003, 0.084], [-0.007, 0.105, 0.183], [0.195, 0.139, 0.145], [-0.167, 0.251, -0.107], [0.040, -0.007, 0.088], [0.168, 0.513, 0.050], [0.272, 0.163, -0.285], [0.115, 0.014, -0.019], [0.125, 0.002, -0.145], [0.066, 0.023, 0.050], [0.065, -0.196, 0.031], [-0.040, 0.011, 0.069], [0.057, 0.024, 0.090], [0.071, 0.090, -0.058], [-0.122, 0.074, -0.029], [-0.115, -0.087, 0.071], [0.041, 0.382, 0.035], [0.711, 0.381, 0.183], [-0.131, -0.181, 0.628], [0.037, -0.109, -0.055], [-0.213, -0.148, 0.225], [-0.019, 0.128, -0.119], [-0.146, -0.022, 0.096], [0.106, 0.492, 0.062], [-1.973, 0.382, 2.913], [0.012, -0.148, 0.190], [0.094, -0.044, 0.035], [0.080, 0.170, -1.006], [0.224, 0.109, 0.393], [-0.061, -0.036, 0.046], [0.214, 0.064, -0.455], [0.120, 0.001, -0.090], [-0.011, -0.054, 0.034], [0.257, -0.191, -0.254], [0.045, -0.118, -0.141], [-1.167, 0.677, 0.925]],
  "mulliken_charge": [0.40, 0.47, -0.29, -0.51, 0.37, 0.96, -0.48, 0.73, 0.31, -0.76, 0.38, -1.59, -0.18, -0.39, 0.24, 0.48, 0.36, -0.53, -0.56, 0.27, 0.05, 0.33, 0.38, -0.11, 0.87, 0.51, -1.35, 0.28, 0.48, -0.15, 0.40, 0.37, 2.87, 0.38, -0.11, -0.18, 0.40, 0.50, -0.61, 0.29, 0.30, -1.19, 0.37, -0.70, -1.05, 0.00, -0.30, 0.31, 0.31, 0.41, 0.54, 0.39, 0.46, -0.68, 0.50, -0.31, 0.16, -0.55, -0.57, 0.33, 0.31, 0.28, -0.77, -0.08, 0.47, 0.40, 0.46, 0.22, -0.96, 0.01, -0.40, -1.32, -0.22, 0.39, -0.39, -0.25, -0.63, -0.14, -1.41, -0.38, 0.58, 0.59, 0.22, 0.14, 0.40, -0.48, -0.07, 0.61, -0.14, -1.04, -0.87, 0.85, 0.50, -0.16, 0.37, 0.86, -0.60, 0.06, -0.19, -1.24, 0.17, 0.40, -0.44, -0.05, -0.63, 0.19, -0.15, -0.47],
  "total_charge": -1,
  "multiplicity": 1,
  "relative_energy_ev": 4.6801,
  "lumo_ha": [0.007, 0.028]
}


{
  "formula": "C35H51F3NO27PS3",
  "method": "ωB97M-V/def2-TZVPD",
  "symbols": ["H", "C", "H", "F", "C", "S", "H", "H", "H", "O", "H", "H", "H", "H", "H", "C", "H", "H", "H", "O", "H", "C", "C", "O", "H", "H", "C", "H", "H", "C", "H", "C", "F", "O", "H", "O", "H", "C", "H", "C", "C", "C", "O", "C", "C", "H", "O", "F", "H", "O", "H", "C", "H", "H", "C", "O", "O", "C", "O", "O", "P", "H", "C", "C", "H", "O", "H", "H", "O", "C", "H", "H", "H", "N", "S", "O", "S", "H", "O", "C", "H", "H", "O", "H", "H", "C", "H", "C", "H", "H", "C", "H", "O", "O", "H", "C", "H", "C", "H", "C", "O", "H", "O", "O", "O", "H", "C", "H", "C", "H", "O", "O", "C", "O", "C", "C", "H", "O", "C", "C", "C"],
  "xyz": [[-2.1999, 0.1228, 7.3345], [2.4733, -7.5976, 0.0716], [0.0296, 3.9523, 2.1008], [-1.5582, 5.4530, 1.3456], [-0.7161, 1.9451, 1.8260], [0.4309, -0.9044, 1.3232], [-2.8531, -2.5494, 0.7929], [-2.9806, -0.0999, 5.7311], [-3.3334, -2.1186, -1.5176], [3.1423, -7.5126, -1.1895], [1.3042, 7.2133, -4.0581], [5.9648, -3.6155, 1.0317], [5.3939, -1.2159, -0.1942], [0.3602, 1.7266, 1.9550], [0.0608, 0.3433, -5.3683], [7.5278, -3.8496, -2.2633], [1.4223, 8.9582, -5.7042], [-4.1273, -0.5857, -1.1609], [-2.1977, -7.8123, 3.9228], [4.0844, -4.1172, 0.2706], [9.6589, -5.5202, -2.9552], [3.7278, 9.1966, -4.1370], [5.2927, -3.3384, 0.2208], [1.9659, -3.7079, -0.3535], [0.2274, -5.9503, 4.1039], [1.4805, 8.3496, -2.7052], [8.7064, -5.3431, -3.4598], [4.6854, -1.6078, 1.3858], [-3.7792, 5.8620, -2.4543], [-1.3480, -0.4634, 1.7924], [5.7909, -3.5171, -0.7262], [-0.0500, -0.0767, -3.2382], [-2.4264, 3.7205, 0.4524], [-2.4710, 7.0443, -3.5170], [0.5588, -0.6021, -2.4974], [2.7485, 10.0400, -4.5533], [-3.7028, -0.0093, 3.7859], [-1.9324, 6.3039, -1.4147], [-3.2303, 2.1836, 4.1814], [-2.1446, -0.5394, 0.4396], [1.5419, 9.2804, -4.6675], [7.5526, -6.0318, -2.7809], [-6.2334, 5.5017, -0.5422], [-1.5694, -1.5137, -4.0631], [1.7896, 8.1291, -3.7314], [1.3687, -0.6934, -4.7643], [-0.5817, 6.3522, -4.5289], [-3.0565, 4.4111, 2.4505], [0.6785, 9.8781, -4.3819], [7.1342, -5.0601, -1.8220], [-0.5606, -6.8571, 5.4100], [-3.1020, 6.6888, -2.2786], [-5.0042, -2.1476, -0.7628], [-8.9174, 7.1957, -0.0391], [-0.6244, -1.2455, 3.8190], [-5.8424, 6.0193, -2.6957], [3.2137, 7.9977, -3.7658], [3.0724, -3.3211, -0.1241], [-0.8353, -7.8956, 2.3802], [-1.4009, -0.5357, -3.1371], [-3.2275, 1.1834, 3.1669], [0.0107, 0.9939, -3.0509], [-1.4471, -7.1743, 3.4508], [-7.1814, 5.9702, 0.4176], [-0.9203, 1.8459, 0.7519], [8.3588, -3.9573, -3.3248], [-2.4910, 0.4472, 0.0866], [-1.5039, 7.1562, -0.8799], [-2.5240, -2.2156, -4.1237], [-1.2813, 6.4058, -3.5643], [6.7226, -6.2373, -3.4585], [3.9239, -6.6085, 1.3500], [-7.4238, 5.1900, 1.1362], [-1.6581, -1.5053, 2.8459], [-4.4391, 1.6256, 1.7165], [-0.5084, -1.5811, -4.9037], [-0.7669, 1.0126, 5.5527], [-2.9010, 1.5120, 6.4650], [5.1505, -8.2185, -1.9145], [-0.5570, 0.3425, 3.8709], [1.8081, -6.7472, 0.2140], [8.8053, -5.6202, -4.5069], [0.2837, 0.3692, 6.3732], [-3.9909, -1.3038, 1.3966], [-1.0967, 3.4629, 3.4003], [-6.5379, 6.0732, -1.7335], [3.3961, -8.1987, 1.9402], [-3.3092, -1.5670, 0.5746], [1.8864, -8.5161, 0.0998], [0.5124, 0.5408, 3.6797], [-1.4583, 0.8443, 2.6852], [-9.0389, 5.5234, -0.6207], [-7.7314, 6.7114, -1.6802], [3.4692, -2.0277, -0.2278], [-3.6650, 7.5273, -1.8742], [-0.2807, -6.8832, 4.3590], [-1.4008, -2.3743, 2.3803], [0.3052, -8.4504, 2.8580], [-6.7534, 6.8226, 0.9503], [-2.3462, 0.5628, 6.3386], [4.8823, 9.4730, -4.1025], [-2.1794, 5.5334, -0.7052], [7.1760, -2.8211, -1.7691], [0.5999, -7.9770, 4.0932], [0.9622, -9.2474, 2.2694], [0.3587, -2.1102, 0.6619], [0.3159, -0.4422, -4.6532], [-1.4561, -0.8973, -0.3437], [-2.0370, 4.2053, 1.6195], [-1.9309, -6.2714, 3.0839], [-0.5443, 2.4764, 5.6126], [4.6688, -8.2107, 0.2870], [-4.0373, -1.6331, -0.8180], [0.0365, -2.0247, 4.4111], [4.7802, -1.9333, 0.3465], [4.3907, -8.0045, -1.0228], [7.8411, -6.9575, -2.2892], [-0.9795, 5.8330, -2.3741], [-8.3553, 6.3568, -0.4443], [3.6153, -7.6132, 1.0496], [-0.9103, 3.4167, 2.3155]],
  "atomic_forces_ev_per_a": [[0.565, 0.108, -0.536], [-0.581, 0.024, 0.105], [-0.499, -0.092, 0.151], [0.011, 0.197, 0.140], [-0.187, 0.721, 1.283], [1.087, 0.935, -0.417], [-0.355, 0.263, -0.004], [0.517, 0.074, 0.170], [-0.644, 0.039, 0.105], [0.354, -0.093, 0.078], [0.273, 0.012, 0.027], [-0.177, -0.147, 0.037], [-0.183, -0.024, -0.148], [-0.521, 0.048, -0.164], [-0.039, -0.023, 0.040], [0.183, 0.078, -0.185], [0.035, -0.025, 0.040], [-0.448, -0.545, 0.000], [0.055, -0.019, -0.014], [-0.360, 0.238, 0.077], [-0.049, 0.075, 0.028], [0.210, 0.005, 0.034], [0.345, -0.352, 0.093], [-0.204, 0.132, 0.089], [-0.011, -0.036, -0.024], [0.060, 0.062, -0.022], [0.265, -0.147, -0.192], [-0.082, -0.029, -0.037], [0.070, -0.013, -0.050], [-0.493, -0.972, -0.130], [-0.433, 0.051, 0.401], [0.246, 0.273, 0.343], [-0.514, -0.412, -0.162], [0.384, -0.096, 0.062], [-0.026, -0.029, -0.042], [0.060, -0.180, 0.094], [0.653, 0.479, 0.138], [-0.038, 0.288, 0.214], [0.492, -0.481, -0.113], [-0.460, -0.815, 0.781], [-0.338, 0.112, -0.195], [-0.082, -0.689, -0.178], [-0.093, 0.126, -0.152], [-0.188, -0.191, -0.088], [-0.267, -0.440, 0.159], [-0.095, -0.182, -0.054], [-0.081, -0.031, -0.025], [-0.742, -0.229, -0.174], [0.152, 0.142, -0.003], [0.100, 0.181, 0.005], [0.151, -0.154, -0.004], [-0.076, 0.005, 0.208], [0.329, 0.181, -0.185], [0.063, 0.078, -0.194], [-1.804, 1.295, -0.571], [-0.390, -0.027, -0.047], [-0.015, 0.335, -0.096], [0.128, -0.061, -0.006], [0.191, -0.010, 0.149], [0.164, -0.034, -0.133], [-1.017, -0.210, -1.019], [-0.205, -0.035, 0.033], [-0.416, 0.165, 0.035], [-0.007, -0.044, 0.482], [-0.206, 0.008, 0.423], [-0.187, -0.006, 0.278], [-0.025, -0.394, 0.508], [0.049, -0.034, -0.052], [-0.049, -0.056, 0.014], [-0.172, -0.014, -0.093], [0.005, 0.019, 0.052], [0.003, -0.022, -0.124], [0.168, -0.099, -0.117], [1.334, -0.014, -0.666], [0.042, 0.082, 0.075], [-0.115, 0.113, 0.228], [3.968, 1.047, 3.572], [0.347, -0.401, -0.098], [0.186, 0.000, -0.088], [-0.433, -0.335, 0.318], [0.097, 0.074, -0.225], [-0.049, 0.242, -0.018], [-1.853, -0.196, -1.588], [0.218, -0.024, -0.315], [0.228, 0.003, -0.359], [-0.014, -0.044, -0.171], [0.138, -0.163, -0.124], [0.055, 0.292, -1.192], [0.076, 0.001, 0.008], [-0.422, 0.326, 0.293], [2.213, -0.578, -1.131], [0.062, -0.001, -0.017], [0.220, -0.120, 0.115], [-0.145, -0.396, 0.046], [0.038, 0.080, -0.235], [0.032, 0.345, 0.329], [-0.553, -0.392, 0.587], [0.048, -0.148, -0.032], [-0.004, -0.003, -0.057], [-1.005, 0.603, -0.447], [0.005, 0.021, -0.008], [0.113, -0.127, -0.189], [0.574, 0.253, -0.524], [-0.134, -0.033, -0.220], [0.028, 0.039, 0.009], [-0.677, 0.662, 0.389], [0.340, 0.164, -0.256], [-0.387, 0.097, 0.341], [1.863, 0.609, 0.951], [0.061, -0.093, -0.187], [-1.775, -1.717, -1.434], [-0.080, 0.049, -0.288], [1.119, 0.413, 0.876], [0.039, -0.378, 0.420], [0.269, 0.418, 0.173], [-0.072, 0.131, -0.019], [-0.145, 0.090, 0.154], [-0.055, 0.130, -0.257], [-0.430, 0.063, 0.127], [-0.018, 0.135, 0.569], [0.042, -0.572, -0.566]],
  "mulliken_charge": [0.41, -0.22, 0.33, -0.31, -0.78, -0.08, 0.24, 0.27, 0.21, -0.34, 0.16, 0.43, 0.35, 0.71, 0.27, 0.63, 0.27, 0.28, 0.28, -0.24, 0.25, 0.59, -0.09, -0.54, 0.22, 0.16, -0.36, 0.24, 0.34, -0.09, 0.07, -0.08, -0.34, -0.37, 0.05, -0.34, 0.19, 0.81, 0.13, -1.08, -0.29, -0.31, -0.17, 0.62, 0.05, 0.32, -0.61, -0.29, 0.30, -0.27, 0.30, -0.33, 0.40, 0.31, -0.20, -0.52, -0.35, 0.55, -0.32, -0.21, 0.02, 0.34, -0.30, -0.30, 0.47, -0.35, 0.31, 0.16, -0.53, 0.65, 0.28, 0.07, 0.29, -0.15, -0.27, -0.35, 1.62, 0.41, -0.58, -0.19, 0.27, 0.30, -0.73, 0.26, 0.24, 0.55, 0.33, -0.14, 0.31, 0.43, 0.51, 0.27, -0.34, -0.32, 0.29, -0.25, 0.45, 0.68, 0.26, -1.07, -0.52, -0.65, -0.57, -0.32, -0.54, 0.31, -0.41, -0.04, 1.11, 0.26, -0.70, -0.38, -1.17, -0.56, -0.38, 0.61, 0.30, -0.30, -0.35, -0.05, -1.19],
  "total_charge": 0,
  "multiplicity": 1,
  "lumo_ha": -0.004
}


no.,largest force on an atom (hartree/bohr)
1,0.069
2,0.106